No. 1
Computed, not measured: a structure of composition C24H37B11Br6N5Si2Zn, with wB97M-V/def2-TZVPD.

Last column: Mulliken charge in e.
Atoms and positions in Å:
Zn1 0.021 -0.564 -0.086  0.331
C1 2.341 -0.787 -2.617  -0.787
Si1 2.850 -2.014 -1.326  -0.048
C2 4.430 -1.535 -0.481  -0.676
C3 2.847 -3.739 -2.036  -1.145
N1 1.526 -1.932 -0.070  0.770
C4 1.419 -2.655 0.979  1.102
C5 2.340 -3.725 1.351  -0.760
C6 2.166 -4.421 2.479  -0.896
C7 1.057 -4.159 3.387  -0.945
C8 0.156 -3.206 3.139  -0.812
C9 0.250 -2.377 1.938  1.060
N2 -0.546 -1.424 1.651  0.828
Si2 -1.975 -0.782 2.604  -0.361
C10 -1.334 -0.177 4.229  -0.835
C11 -2.624 0.605 1.559  -0.077
C12 -3.212 -2.169 2.711  -0.966
H1 3.046 -0.842 -3.453  0.491
H2 2.351 0.245 -2.259  -0.113
H3 1.346 -0.995 -3.023  0.244
H4 5.233 -1.452 -1.220  0.416
H5 4.747 -2.253 0.278  0.403
H6 4.317 -0.562 0.007  -0.082
H7 3.241 -3.698 -3.056  0.402
H8 1.834 -4.148 -2.099  0.335
H9 3.459 -4.448 -1.476  0.366
H10 3.175 -3.935 0.697  0.208
H11 2.867 -5.204 2.742  0.457
H12 0.978 -4.761 4.284  0.448
H13 -0.656 -3.017 3.827  0.263
H14 -0.576 0.592 4.063  0.222
H15 -0.896 -0.964 4.848  0.330
H16 -2.155 0.273 4.796  0.401
H17 -1.887 1.403 1.429  -0.041
H18 -3.496 1.034 2.060  0.464
H19 -2.965 0.258 0.578  -0.323
H20 -2.891 -3.015 3.320  0.431
H21 -3.442 -2.542 1.709  0.189
H22 -4.139 -1.781 3.145  0.442
Br1 2.075 0.515 2.269  -0.281
B1 2.723 2.052 1.231  0.373
B2 3.251 3.758 1.784  0.844
C13 4.253 3.703 0.189  -1.040
B3 4.362 2.369 0.995  0.673
B4 3.566 2.578 -0.931  0.266
B5 4.155 4.293 -1.415  0.998
B6 3.679 5.268 0.086  0.689
B7 1.678 3.522 1.293  1.445
Br2 0.138 3.424 2.489  -0.258
B8 2.759 5.290 -1.305  -0.065
Br3 2.395 6.784 -2.457  -0.326
B9 2.477 3.616 -1.742  0.716
Br4 1.748 3.244 -3.509  -0.309
B10 1.793 2.698 -0.256  -0.363
Br5 0.133 1.742 -0.858  -0.299
B11 1.602 4.591 -0.198  1.449
Br6 -0.147 5.416 -0.388  -0.316
H23 3.815 4.146 2.743  -0.186
H24 3.167 3.613 0.133  -3.962
H25 5.344 1.767 1.259  -0.194
H26 4.160 1.615 -1.285  -0.186
H27 5.096 4.426 -2.109  -0.217
H28 4.106 6.172 0.708  -0.145
C14 -2.123 -2.851 -3.040  -1.195
C15 -1.285 -2.431 -2.028  -0.298
N3 -1.332 -1.186 -1.535  0.641
C16 -2.248 -0.341 -2.025  -0.261
C17 -3.147 -0.686 -3.023  0.057
C18 -3.055 -1.964 -3.556  -0.421
C19 -4.112 0.335 -3.488  -1.265
C20 -5.044 0.896 -2.723  -0.707
C21 -5.401 0.503 -1.344  0.871
C22 -5.947 1.428 -0.463  -0.479
C23 -6.291 0.975 0.798  -0.333
N4 -6.137 -0.296 1.167  -0.492
C24 -5.627 -1.103 0.243  -0.398
N5 -5.235 -0.777 -0.984  -0.346
H29 -2.043 -3.860 -3.421  0.486
H30 -0.540 -3.093 -1.602  0.417
H31 -2.266 0.660 -1.612  0.719
H32 -3.723 -2.271 -4.351  0.531
H33 -4.010 0.666 -4.516  0.468
H34 -5.637 1.702 -3.142  0.473
H35 -6.097 2.461 -0.750  0.443
H36 -6.708 1.650 1.538  0.442
H37 -5.521 -2.146 0.520  0.606

Properties
Spin multiplicity: 1
HOMO-LUMO gap, eV: 5.62
LUMO level, Eh: -0.186
Total charge: +1

=====

No. 2
Computed, not measured: a structure of composition C24H37Cl2NO3PrS3SbSi3 in a non-equilibrium geometry, with wB97M-V/def2-TZVPD.

Last column: Mulliken charge in e.
Atoms and positions in Å:
Pr1 10.813 0.742 16.171  0.583
S1 10.993 -0.901 20.968  -0.591
Sb1 11.328 -1.543 18.753  0.492
S2 12.972 -0.249 17.699  -0.503
S3 9.344 -1.361 17.419  -0.606
C1 8.980 1.761 19.242  -1.339
O1 9.689 2.074 18.017  -0.022
Si1 9.565 3.530 17.135  -0.103
C2 7.735 3.585 16.528  -1.171
C3 9.767 4.971 18.280  -0.979
C4 10.809 3.274 15.812  1.347
Si2 10.325 4.027 14.172  0.168
C5 9.665 5.734 14.478  -1.187
C6 8.894 3.187 13.218  -0.795
C7 11.834 4.307 13.135  -0.563
Si3 12.468 3.868 16.479  -0.146
C8 12.685 5.718 16.356  -1.057
C9 13.872 2.991 15.591  -0.596
C10 12.736 3.576 18.357  -1.374
H1 9.619 1.570 20.013  0.420
H2 8.404 0.857 19.184  0.343
H3 8.322 2.544 19.589  0.349
H4 7.007 3.569 17.327  0.442
H5 7.621 2.607 16.078  0.244
H6 7.606 4.434 15.835  0.224
H7 9.057 4.852 19.099  0.412
H8 9.446 5.888 17.698  0.221
H9 10.750 5.158 18.679  0.308
H10 8.607 5.778 14.789  0.281
H11 9.675 6.456 13.629  0.421
H12 10.157 6.248 15.313  0.266
H13 8.201 2.876 13.972  0.191
H14 9.123 2.254 12.648  -0.037
H15 8.423 3.957 12.535  0.486
H16 12.626 4.897 13.578  0.332
H17 11.525 4.826 12.187  0.391
H18 12.331 3.437 12.751  -0.199
H19 12.300 6.162 15.462  0.289
H20 13.731 5.955 16.521  0.490
H21 12.156 6.177 17.223  0.224
H22 13.844 2.908 14.486  -0.232
H23 14.035 2.034 16.080  0.169
H24 14.765 3.570 15.858  0.499
H25 12.469 4.414 18.987  0.476
H26 13.835 3.435 18.533  0.419
H27 12.227 2.726 18.754  0.376
Cl1 13.692 -1.622 13.738  -0.157
C11 14.606 -0.160 13.517  1.003
C12 15.784 -0.076 14.216  -0.776
C13 16.626 1.008 14.016  -0.433
C14 16.363 1.933 13.066  -0.342
C15 15.156 1.868 12.369  0.961
Cl2 14.825 2.900 11.018  -0.215
C16 14.263 0.832 12.543  -1.314
N1 12.989 0.805 11.814  0.221
C17 12.593 -0.389 11.185  0.713
C18 13.579 -1.032 10.396  -0.371
C19 13.262 -2.169 9.748  -0.497
C20 12.109 -2.866 10.011  -0.782
C21 11.168 -2.294 10.823  -1.063
C22 11.337 -0.967 11.340  0.817
C23 10.084 -0.387 11.996  -1.282
C24 10.211 0.042 13.473  1.334
O2 9.300 -0.378 14.260  -0.876
O3 11.179 0.787 13.838  -0.530
H28 15.955 -0.813 14.932  0.518
H29 17.372 1.223 14.778  0.359
H30 17.013 2.797 12.823  0.330
H31 12.292 1.151 12.468  -0.175
H32 14.543 -0.571 10.286  0.431
H33 13.915 -2.625 8.999  0.349
H34 11.989 -3.909 9.593  0.284
H35 10.262 -2.804 11.142  0.366
H36 9.271 -1.112 11.929  0.415
H37 9.753 0.506 11.441  0.348

Properties
Relative energy (zero: lowest compared OMol25 entry of this formula, charge and spin), kJ/mol: 107.7
Spin multiplicity: 4
HOMO-LUMO gap (alpha / beta), eV: 7.13 / 6.18
LUMO level (alpha / beta), Eh: 0.088 / 0.033
Total charge: -1

=====

no.,E (hartree)
1,-19286.35833
2,-4958.25744